No. 1
{
  "formula": "C5H8S",
  "method": "the ωB97M-V functional and the def2-TZVPD basis",
  "multiplicity": 1,
  "smiles": "C#CCCCS",
  "orbital_gap_ha": 0.366,
  "de_lowest_ev": 1.909,
  "e_homo_ev": -8.982,
  "elements": ["C", "C", "C", "C", "C", "S", "H", "H", "H", "H", "H", "H", "H", "H"],
  "xyz": [[2.8193, -1.2363, 0.0968], [2.1842, -0.2018, 0.0236], [1.4942, 1.0559, -0.2147], [0.0948, 1.0846, 0.3538], [-0.6801, -0.1892, -0.2521], [-2.4440, -0.3342, -0.0356], [3.4974, -2.0775, 0.1937], [2.0966, 1.8784, 0.2447], [1.4864, 1.2544, -1.2917], [-0.4283, 2.0496, 0.0972], [0.2145, 0.9374, 1.4256], [-0.1574, -1.0675, -0.0103], [-0.6048, -0.0783, -1.3426], [-2.4763, -0.6295, 1.2076]],
  "forces_ev_per_angstrom": [[-0.24, 1.01, 0.12], [1.34, -1.70, -0.18], [0.72, 1.10, 0.06], [-1.40, -1.11, -0.64], [0.36, 2.78, -0.61], [-0.36, 0.50, -1.53], [-0.66, 0.50, -0.05], [-0.36, -0.55, -0.33], [-0.01, -0.06, 0.04], [0.46, -1.08, 0.43], [-0.47, 0.30, 0.18], [0.53, -1.16, 0.51], [0.09, -0.11, 0.12], [0.01, -0.43, 1.89]]
}

---

No. 2
{
  "formula": "C2H8S2",
  "method": "the ωB97M-V functional and the def2-TZVPD basis",
  "multiplicity": 2,
  "orbital_gap_ha": [0.278, 0.090],
  "de_lowest_ev": 0.900,
  "total_charge": 1,
  "e_homo_ev": [-11.702, -11.702],
  "elements": ["S", "H", "H", "C", "C", "S", "H", "H", "H", "H", "H", "H"],
  "xyz": [[-6.0383, -0.7913, 0.8775], [-5.9877, -2.1275, 0.9931], [-6.8342, -0.7759, 1.9535], [2.4376, 0.4642, -1.4505], [2.2922, 0.1915, 0.0505], [0.6074, 0.3223, 0.5182], [1.4604, 0.4160, -1.9423], [2.8176, 1.4635, -1.6023], [3.0280, -0.3265, -1.8980], [2.9341, 0.7993, 0.6842], [2.6426, -0.8279, 0.2722], [0.6403, 1.1922, 1.5438]],
  "forces_ev_per_angstrom": [[-0.09, -0.32, 0.20], [0.14, 0.03, -0.23], [-0.04, 0.28, 0.02], [-0.84, -0.28, -0.26], [1.10, -0.10, 0.55], [-0.49, -0.23, -0.08], [0.10, 0.04, -0.11], [0.29, 0.09, -0.15], [0.34, 0.24, -0.09], [-0.18, 0.29, -0.02], [-0.50, -0.15, -0.01], [0.17, 0.10, 0.18]]
}

---

No. 3
{
  "formula": "C5H8O",
  "method": "the ωB97M-V functional and the def2-TZVPD basis",
  "multiplicity": 1,
  "orbital_gap_ha": 0.333,
  "de_lowest_ev": 4.988,
  "e_homo_ev": -8.302,
  "elements": ["O", "C", "C", "C", "C", "C", "H", "H", "H", "H", "H", "H", "H", "H"],
  "xyz": [[1.2909, 0.0714, 2.2412], [0.9496, -0.3020, 1.0385], [-0.5808, -0.4094, 0.8933], [-0.4317, -0.1654, -0.5583], [-0.1265, 1.2657, -0.7623], [-0.2624, -1.1175, -1.4635], [2.2583, 0.1168, 2.1969], [-1.1569, 0.3432, 1.4572], [-0.9540, -1.4085, 1.1322], [-1.1832, 1.1724, -1.1650], [0.6494, 1.5408, -1.4835], [-0.1889, 1.9580, 0.0822], [-0.4996, -2.1393, -1.1990], [0.2359, -0.9263, -2.4098]],
  "forces_ev_per_angstrom": [[0.16, 0.21, 0.17], [0.11, -0.65, 1.26], [0.35, -0.27, 0.22], [1.04, -0.92, 0.16], [-1.90, 0.35, -1.27], [-0.20, -0.15, -0.07], [-0.11, 0.08, 0.39], [0.22, -0.18, -0.18], [0.26, -0.07, 0.10], [0.58, 2.36, -0.67], [-0.51, -0.17, 0.00], [0.29, -0.55, 0.02], [0.05, -0.05, -0.12], [-0.35, 0.01, 0.00]]
}

---

No. 4
{
  "formula": "C11H18FNSi",
  "method": "the ωB97M-V functional and the def2-TZVPD basis",
  "multiplicity": 1,
  "orbital_gap_ha": [0.356, 0.186],
  "de_lowest_ev": 2.709,
  "e_homo_ev": [-9.303, -5.475],
  "elements": ["C", "C", "C", "C", "C", "C", "C", "C", "C", "C", "C", "N", "F", "Si", "H", "H", "H", "H", "H", "H", "H", "H", "H", "H", "H", "H", "H", "H", "H", "H", "H", "H"],
  "xyz": [[-2.1397, 3.4509, 0.4294], [-2.9717, 2.3799, 0.6879], [-0.9902, 3.2195, -0.3346], [-2.6435, 1.1207, 0.3532], [-0.6993, 1.9344, -0.7119], [-1.4237, 0.8538, -0.2696], [1.9453, -1.2658, -0.8211], [0.6275, -2.9476, 0.2525], [0.3041, -2.5613, -2.3324], [1.8321, 1.3650, 1.8660], [0.5963, -1.8888, -0.8751], [1.1785, 0.2224, 2.3029], [-2.2359, -1.8285, -0.4321], [-0.9476, -0.8325, -0.6458], [-2.2733, 4.3714, 0.8535], [-3.7566, 2.5634, 1.4234], [-0.3084, 3.9909, -0.7322], [-3.2368, 0.3154, 0.8703], [0.3422, 1.6946, -1.1219], [2.1285, -0.6406, -1.6590], [2.2259, -0.7570, 0.1246], [2.6210, -2.0950, -0.9564], [-0.3296, -3.3805, 0.1937], [0.9125, -2.4330, 1.1291], [1.4139, -3.6541, -0.0644], [0.3922, -1.9108, -3.1928], [0.9839, -3.3552, -2.4443], [-0.6525, -3.0358, -2.5270], [1.8301, 1.1835, 0.7638], [1.2190, 2.2399, 2.1566], [2.7891, 1.5009, 2.4452], [1.2668, 0.1798, 3.2686]],
  "forces_ev_per_angstrom": [[1.39, -1.53, -1.68], [-0.59, 1.88, 1.71], [-0.03, 0.63, -0.64], [-0.62, -2.45, 1.25], [3.19, -0.33, -0.22], [-0.73, -0.83, 0.10], [0.71, 0.39, 0.03], [0.62, 0.15, -2.68], [-0.07, 0.74, 1.23], [0.29, 0.34, -0.54], [-1.51, -0.47, -0.61], [-0.98, -1.49, -1.12], [0.65, 0.24, 0.29], [-0.64, -0.60, -1.12], [-0.72, 2.27, 0.84], [-0.23, -0.19, -0.49], [-0.53, -0.12, 0.74], [0.62, 0.64, -1.09], [-1.60, 0.62, 0.04], [0.21, 1.02, -0.70], [-0.49, -0.37, -0.55], [0.67, -0.33, 0.07], [-1.07, -1.10, 0.95], [-0.07, 0.15, 1.30], [-0.35, -0.10, 0.45], [0.44, 0.64, 0.16], [1.32, -1.10, -0.22], [-0.54, 0.10, 0.86], [0.91, 1.37, 0.69], [0.10, 0.07, -0.45], [-0.34, 0.02, -1.13], [-0.02, -0.29, 2.54]]
}

---

No. 5
{
  "formula": "C26H55BBr18O3",
  "method": "the ωB97M-V functional and the def2-TZVPD basis",
  "multiplicity": 1,
  "smiles": "CCOB(CCC(C)C)COO.BrCCBr.BrCCBr.BrCCBr.BrCCBr.BrCCBr.BrCCBr.BrCCBr.BrCCBr.BrCCBr",
  "orbital_gap_ha": 0.321,
  "e_homo_ev": -8.637,
  "elements": ["C", "C", "O", "B", "C", "C", "C", "C", "C", "C", "O", "O", "H", "H", "H", "H", "H", "H", "H", "H", "H", "H", "H", "H", "H", "H", "H", "H", "H", "H", "H", "Br", "C", "C", "Br", "H", "H", "H", "H", "Br", "C", "C", "Br", "H", "H", "H", "H", "Br", "C", "C", "Br", "H", "H", "H", "H", "Br", "C", "C", "Br", "H", "H", "H", "H", "Br", "C", "C", "Br", "H", "H", "H", "H", "Br", "C", "C", "Br", "H", "H", "H", "H", "Br", "C", "C", "Br", "H", "H", "H", "H", "Br", "C", "C", "Br", "H", "H", "H", "H", "Br", "C", "C", "Br", "H", "H", "H", "H"],
  "xyz": [[-0.6107, 0.9368, -0.6559], [0.8494, 1.1784, -0.0932], [1.3763, 0.0543, 0.6184], [2.0289, -0.8765, -0.2441], [1.8165, -0.9007, -1.8381], [2.5348, -2.0736, -2.5712], [2.3544, -2.0156, -4.1349], [3.2569, -0.9373, -4.8210], [0.8615, -1.7549, -4.5357], [2.9943, -1.9604, 0.5226], [2.2206, -3.0126, 1.1174], [0.8599, -2.7668, 0.8546], [-1.1175, 0.1438, -0.0762], [-0.5430, 0.7098, -1.7411], [-1.1560, 1.8959, -0.5727], [0.7213, 1.9844, 0.6702], [1.5335, 1.5968, -0.8578], [0.7157, -1.0206, -1.9883], [2.1228, 0.0532, -2.3347], [2.1113, -3.0633, -2.2722], [3.6208, -2.1460, -2.3330], [2.6382, -2.9975, -4.5827], [3.2828, -1.1738, -5.9119], [4.3040, -0.9576, -4.4616], [2.7987, 0.0713, -4.7382], [0.6179, -0.7078, -4.2533], [0.1920, -2.4447, -3.9705], [0.6613, -1.9420, -5.6106], [3.8303, -2.3247, -0.1043], [3.4548, -1.3866, 1.3729], [0.3628, -2.8015, 1.6810], [-0.2827, -3.1599, 4.4720], [-2.1296, -2.5496, 4.4827], [-2.9909, -3.4159, 3.6054], [-2.6984, -3.0044, 1.7219], [-2.1194, -1.5062, 4.1770], [-2.4440, -2.6153, 5.5242], [-4.0449, -3.2182, 3.7854], [-2.7999, -4.4766, 3.7296], [-1.4471, 4.0775, 1.4519], [-0.5124, 5.5033, 0.5070], [-0.8423, 5.4991, -0.9627], [0.1174, 4.0743, -1.8810], [0.5497, 5.3643, 0.7020], [-0.8535, 6.4251, 0.9773], [-0.5068, 6.4200, -1.4377], [-1.9013, 5.3578, -1.1628], [3.9014, 0.9754, 2.3744], [4.9638, 1.3892, 3.9542], [5.9441, 0.2872, 4.2605], [5.0596, -1.2404, 5.0851], [4.2649, 1.5766, 4.7652], [5.4892, 2.3129, 3.7120], [6.6793, 0.6201, 4.9918], [6.4579, -0.0834, 3.3775], [-2.3789, -1.9919, -2.5877], [-2.7570, -1.7896, -4.4880], [-3.2250, -3.0842, -5.0995], [-1.7400, -4.3108, -5.3954], [-1.8539, -1.3987, -4.9508], [-3.5427, -1.0391, -4.5419], [-3.6497, -2.9077, -6.0865], [-3.9509, -3.6092, -4.4854], [-6.4316, -1.5530, -4.6902], [-6.0811, -0.1367, -3.3972], [-7.3211, 0.6708, -3.1166], [-7.7081, 1.9087, -4.5703], [-5.2643, 0.4604, -3.7946], [-5.7456, -0.6504, -2.4968], [-7.1776, 1.2983, -2.2384], [-8.2072, 0.0572, -2.9793], [4.1962, 0.2482, -7.9448], [5.1588, 1.9420, -7.9598], [6.3659, 1.8971, -7.0595], [5.8608, 2.0468, -5.1842], [4.4461, 2.7132, -7.6800], [5.4599, 2.0894, -8.9960], [7.0159, 2.7504, -7.2482], [6.9390, 0.9794, -7.1606], [5.6163, 5.3007, 3.4838], [3.7590, 5.8709, 3.6287], [2.8662, 5.0685, 2.7189], [3.0374, 5.6404, 0.8637], [3.7374, 6.9367, 3.4172], [3.4906, 5.7053, 4.6711], [1.8179, 5.2294, 2.9707], [3.0805, 4.0023, 2.7408], [-5.1889, -6.0327, 3.5343], [-6.4389, -5.9750, 5.0282], [-7.3435, -4.7728, 4.9460], [-6.4187, -3.1454, 5.4883], [-5.8457, -6.0011, 5.9383], [-7.0174, -6.8944, 4.9496], [-8.1752, -4.8716, 5.6421], [-7.7307, -4.5981, 3.9458], [-2.2429, 1.6081, 5.0573], [-1.5038, 1.7218, 6.8565], [-0.8201, 0.4390, 7.2512], [-2.1132, -0.9393, 7.7230], [-2.3225, 1.9902, 7.5188], [-0.7874, 2.5412, 6.8191], [-0.2198, 0.5844, 8.1481], [-0.1934, 0.0277, 6.4632]],
  "forces_ev_per_angstrom": [[1.14, 0.49, -0.31], [-1.81, 1.16, 0.94], [1.52, -0.82, -2.44], [-0.63, -0.09, 0.95], [0.32, -0.33, 0.10], [-0.36, -0.56, -0.76], [0.02, 0.36, -0.29], [-0.59, -0.70, -0.45], [0.34, -0.36, 0.62], [-0.18, 1.73, 0.80], [0.97, -0.52, 0.30], [-0.99, 0.16, -1.49], [0.26, 0.33, -0.40], [-0.35, -0.21, 0.73], [0.11, -0.69, 0.07], [0.34, -0.54, -0.42], [-0.28, -0.54, 0.34], [0.73, 0.20, 0.04], [-0.32, -0.47, 0.40], [0.14, 0.76, 0.16], [-0.64, 0.30, -0.17], [-0.07, 0.51, 0.54], [-0.01, 0.24, 0.91], [-0.58, 0.16, -0.06], [0.52, -0.45, 0.13], [-0.12, -0.58, -0.37], [0.44, 0.53, -0.32], [0.30, 0.30, 0.51], [-0.68, -0.37, 0.26], [-0.24, -0.63, -0.69], [0.54, 0.00, 0.61], [0.12, 0.12, -0.05], [0.01, -0.17, 0.18], [-0.01, 0.30, -0.16], [0.03, -0.09, -0.03], [-0.04, -0.06, 0.00], [-0.02, -0.04, -0.17], [0.06, 0.02, 0.02], [0.08, 0.09, 0.04], [0.08, 0.01, 0.05], [-0.25, 0.03, 0.19], [0.25, 0.02, -0.14], [-0.07, 0.19, -0.11], [-0.29, 0.03, -0.15], [0.01, -0.01, -0.09], [0.00, 0.00, 0.10], [0.05, -0.03, 0.07], [-0.09, 0.26, 0.30], [0.12, 0.17, -0.39], [-0.02, -0.08, 0.32], [0.03, 0.00, -0.10], [0.07, -0.09, 0.01], [0.03, -0.08, 0.06], [-0.05, 0.04, -0.04], [-0.09, 0.06, 0.00], [-0.01, 0.02, -0.02], [-0.11, 0.08, 0.20], [0.15, -0.07, -0.24], [-0.11, -0.07, 0.04], [-0.02, -0.11, 0.01], [0.00, -0.08, -0.07], [0.00, 0.06, 0.06], [0.05, 0.09, 0.02], [-0.02, 0.09, -0.03], [-0.03, -0.30, 0.13], [0.04, 0.30, -0.05], [-0.05, -0.09, 0.03], [-0.10, 0.05, 0.02], [-0.02, 0.04, -0.02], [0.06, -0.06, -0.02], [0.09, -0.03, -0.03], [0.09, 0.27, -0.18], [-0.01, -0.23, -0.26], [0.01, 0.24, 0.20], [0.03, -0.08, -0.06], [0.08, -0.03, 0.06], [0.05, 0.02, 0.06], [-0.06, -0.02, -0.04], [-0.10, 0.02, -0.04], [-0.02, 0.11, -0.03], [0.12, -0.16, 0.16], [-0.20, 0.12, -0.14], [0.34, -0.09, 0.06], [-0.02, -0.07, -0.05], [-0.04, -0.02, -0.06], [0.05, 0.01, 0.06], [0.03, 0.04, -0.01], [-0.15, -0.10, 0.08], [0.01, -0.18, -0.24], [-0.02, 0.11, 0.24], [-0.04, -0.01, -0.07], [-0.06, 0.08, -0.03], [-0.03, 0.07, 0.01], [0.05, -0.04, -0.01], [0.08, -0.06, 0.02], [-0.05, 0.00, 0.07], [0.08, 0.09, -0.26], [-0.02, -0.10, 0.21], [0.04, 0.07, 0.06], [0.05, -0.08, 0.00], [0.02, -0.07, 0.02], [-0.04, 0.04, -0.03], [-0.07, 0.06, -0.01]]
}